Below is the molecule C11H13N3OS2 in a non-equilibrium geometry, with properties calculated with ωB97M-V/def2-TZVPD.

```
30
Properties=species:S:1:pos:R:3:mulliken_charge:R:1
H 1.106 -3.614 -0.608 0.459
H -3.641 0.419 2.159 0.366
C 2.613 -0.553 0.206 -0.027
C 0.553 1.626 0.254 0.382
S -0.868 1.908 -0.759 -0.238
S 1.961 -1.967 0.963 -0.126
N -0.895 0.302 1.223 -0.480
H -3.061 -1.161 1.642 0.319
C 3.166 0.564 1.031 -0.507
C 3.017 1.888 0.324 0.285
C 1.570 -2.649 -0.565 -0.407
H -3.659 1.199 -0.208 0.312
H 1.763 -2.075 -2.628 0.402
H 4.232 0.413 1.225 0.343
H 2.876 0.134 -1.814 0.469
C -3.098 -0.681 -1.086 -1.312
C 1.922 -1.836 -1.592 -0.624
C -3.072 0.318 0.076 0.662
N 1.729 2.258 -0.019 -0.036
N 0.337 0.788 1.206 -0.172
H -2.501 -1.556 -0.837 0.321
C 2.523 -0.635 -1.149 -0.181
H -4.678 -0.615 1.168 0.427
H -4.119 -0.998 -1.280 0.395
H 2.634 0.605 1.984 0.389
H -2.695 -0.231 -1.991 0.372
C -3.653 -0.300 1.345 -1.514
H 1.674 3.090 -0.596 0.218
C -1.667 0.745 0.306 0.116
O 3.932 2.611 0.020 -0.615
```

The value obtained for the LUMO energy is 0.42 eV. The HOMO energy comes out at -0.3194 hartree. As for the SMILES: CC(C)c1nnc(NC(=O)Cc2cccs2)s1. The charge is 0. For the orbital gap, the calculation gives 9.112 eV.

Below is the molecule C11H13N3S in a non-equilibrium geometry, with properties calculated with ωB97M-V/def2-TZVPD.

```
28
Properties=species:S:1:pos:R:3:mulliken_charge:R:1
C -2.836 -2.277 -3.586 -0.506
C -2.457 -1.319 -2.692 0.278
H 0.049 1.796 0.008 0.402
C 1.840 0.763 1.027 2.398
C 2.802 1.041 2.221 -1.601
C 0.909 1.924 0.630 -1.451
H 1.503 2.592 -0.070 0.328
H 2.581 -0.979 -0.028 0.322
C 2.547 0.198 -0.112 -1.557
H -1.973 -5.151 -1.919 0.344
H 2.319 1.540 3.096 0.346
H 3.730 1.612 1.964 0.378
N -1.594 -0.789 -0.654 0.043
H 2.143 0.260 -1.106 0.409
C 0.874 -0.310 1.387 -0.467
H 0.804 2.626 1.492 0.329
N -2.462 -0.005 -2.488 -0.552
H -3.283 -1.961 -4.524 0.392
H 3.363 0.163 2.576 0.397
H -1.349 -3.497 -0.190 0.344
C -2.110 -4.083 -2.088 -0.400
C -1.922 -1.881 -1.418 1.023
C -2.532 -3.634 -3.317 -0.628
H 3.537 0.653 0.009 0.356
C -1.774 -3.218 -1.107 -0.737
H -2.756 -4.269 -4.112 0.403
N -1.943 0.266 -1.319 -0.476
S -0.384 -1.027 1.038 -0.115
```

The value obtained for the LUMO energy is -0.54 eV. The HOMO energy comes out at -0.3023 hartree. The charge is 0. For the orbital gap, the calculation gives 7.685 eV.

Below is the molecule C11H13NO in a non-equilibrium geometry, with properties calculated with ωB97M-V/def2-TZVPD.

```
26
Properties=species:S:1:pos:R:3:mulliken_charge:R:1
H 2.175 -1.841 1.672 0.202
H 3.332 0.734 -1.084 0.258
C -3.036 0.387 0.725 -0.657
H 2.344 -2.209 -1.067 0.340
H 1.634 2.380 -0.099 0.420
O 0.794 -0.250 2.308 -0.448
H 0.184 2.922 -0.476 0.403
C -1.276 -0.808 -0.944 -0.069
C -0.853 0.255 -0.204 0.294
H -3.724 0.825 1.404 0.389
H -1.427 1.575 1.328 0.309
H -0.707 -1.412 -1.742 0.123
C 2.995 -0.118 -0.473 -0.789
C 2.187 -1.169 -1.041 -0.739
C 1.564 -0.280 0.135 0.662
H -4.499 -0.982 0.253 0.287
H 0.628 2.474 1.250 0.323
C -3.457 -0.724 -0.019 -0.421
C -2.516 -1.363 -0.813 -0.523
N 0.376 0.885 -0.301 0.043
C 0.660 2.177 0.145 -1.155
C -1.811 0.817 0.658 -0.016
C 1.502 -0.794 1.497 -0.115
H 3.765 -0.213 0.202 0.311
H 1.835 -0.908 -2.015 0.269
H -2.671 -2.360 -1.301 0.298
```

The value obtained for the LUMO energy is 0.83 eV. The HOMO energy comes out at -0.2890 hartree. As for the SMILES: CN(c1ccccc1)C1(C=O)CC1. The charge is 0. For the orbital gap, the calculation gives 8.695 eV.

Below is a cluster of 2 separate species, C11H13NO3 in total in a non-equilibrium geometry, with properties calculated with ωB97M-V/def2-TZVPD.

```
28
Properties=species:S:1:pos:R:3:mulliken_charge:R:1
H -0.538 0.124 2.596 0.308
C -1.666 -0.289 -0.552 -0.210
H -2.943 -0.650 2.938 0.582
C 1.320 1.665 -1.469 -0.351
H -3.556 -0.869 -1.188 0.334
N 2.388 -1.857 -1.303 -0.224
C 1.924 -2.278 -0.215 0.495
H 2.119 -1.043 -1.742 0.230
H 2.713 -0.218 0.745 0.326
C 0.692 2.692 -0.591 -1.219
H -0.391 2.710 -0.580 0.244
H -1.284 0.013 -1.503 0.416
C -2.964 -0.588 -0.321 -0.630
C 1.620 -0.371 1.033 -0.029
O 1.772 -3.148 0.550 -0.369
H 1.219 1.920 -2.513 0.453
C -3.456 -0.801 0.972 -0.525
O 1.522 -0.745 2.182 -0.657
H 0.943 3.613 -0.972 0.490
O 0.863 0.361 -1.174 -0.587
C -0.801 -0.107 0.495 0.877
H -4.468 -0.974 1.224 0.409
H 2.866 -2.598 -1.861 0.290
C 0.588 0.029 0.185 -0.175
H 1.049 2.430 0.461 0.326
C -2.596 -0.542 2.024 -0.743
H 2.320 1.767 -1.246 0.310
C -1.256 -0.245 1.828 -0.370
```

The value obtained for the LUMO energy (alpha / beta) is -0.43 / -0.77 eV. The HOMO energy (alpha / beta) comes out at -0.2668 / -0.2633 hartree. The charge is 0. For the orbital gap (alpha / beta), the calculation gives 6.828 / 6.397 eV.

Below is a cluster of 2 separate species, C11H13NS in total in a non-equilibrium geometry, with properties calculated with ωB97M-V/def2-TZVPD.

```
26
Properties=species:S:1:pos:R:3:mulliken_charge:R:1
H 0.327 3.425 1.362 0.301
C 2.244 -0.887 0.742 -0.385
H 2.816 0.885 -2.136 0.403
H -1.295 -2.144 -2.062 0.327
H -2.658 -1.523 1.347 0.318
C 2.366 0.568 -1.204 -0.527
C 0.775 1.010 0.642 0.278
C 1.163 -0.185 1.218 -0.304
H 0.645 2.112 -1.278 0.227
C -1.933 -0.755 -0.520 1.196
C 1.288 1.297 -0.649 -0.091
H -0.975 -1.963 0.715 0.338
H -0.813 -0.218 -2.247 0.311
H -2.313 -2.734 0.108 0.481
C -1.016 -1.112 -1.637 -0.993
S -3.448 1.585 -0.126 -0.392
N -0.363 1.529 1.228 -0.212
C -2.676 0.266 -0.362 -0.293
H 0.569 -0.569 2.081 0.376
H 0.052 -1.262 -1.212 0.134
H 3.696 -1.117 -0.857 0.413
C -1.969 -1.870 0.498 -1.444
H 2.616 -1.684 1.424 0.300
C -0.514 2.721 1.464 -0.345
C 2.942 -0.502 -0.430 -0.625
H -1.527 3.126 1.889 0.207
```

The value obtained for the LUMO energy is 0.37 eV. The HOMO energy comes out at -0.2860 hartree. As for the SMILES: C=Nc1ccccc1.CC(C)=C=S. The charge is 0. For the orbital gap, the calculation gives 8.150 eV.

Below is the molecule C11H13OPS in a non-equilibrium geometry, with properties calculated with ωB97M-V/def2-TZVPD.

```
27
Properties=species:S:1:pos:R:3:mulliken_charge:R:1
C -2.072 -0.525 -1.370 -0.377
H 1.953 0.014 2.636 0.310
H -2.380 -2.434 -0.218 0.560
H -1.074 -0.181 -1.779 0.235
C 3.873 0.899 -0.077 -0.344
C -2.932 1.629 -0.278 -1.682
H 3.477 0.887 -2.094 0.224
H -2.996 -0.299 -2.042 0.399
C 3.561 0.533 1.266 -0.541
C 1.504 -0.381 0.551 0.509
H 1.119 -0.570 -1.482 0.218
H -1.053 0.680 1.811 0.485
H -1.579 -2.501 -1.961 0.344
H 4.306 0.513 2.112 0.297
S 0.214 -2.119 2.789 -0.364
C -1.341 -0.083 1.088 -0.346
H -3.956 1.300 -0.361 0.370
C 2.256 0.127 1.585 -0.490
H -2.598 2.135 -1.154 0.365
C -2.231 0.295 -0.037 1.095
C -2.069 -2.036 -1.161 -1.183
C 3.037 0.417 -1.126 -0.460
P -0.017 -1.367 1.019 0.271
O -2.673 -0.455 1.048 -0.543
C 1.874 -0.238 -0.766 -0.158
H -2.960 2.400 0.451 0.443
H 4.757 1.358 -0.450 0.363
```

The value obtained for the LUMO energy (alpha / beta) is -1.60 / 0.09 eV. The HOMO energy (alpha / beta) comes out at -0.3008 / -0.2997 hartree. The charge is 0. For the orbital gap (alpha / beta), the calculation gives 6.582 / 8.242 eV.